(1)
{
  "formula": "C22H54Cu2N4O12",
  "method": "the ωB97M-V functional and the def2-TZVPD basis",
  "max_force_ev_per_a": 2.746,
  "charge": 2,
  "homo_energy_ev": [-12.4, -12.4],
  "energy_ha": -5272.7999,
  "orbital_gap_ev": [5.863, 3.255],
  "spin_multiplicity": 3,
  "relative_energy_ev": 0.000,
  "elements": ["Cu", "Cu", "O", "O", "O", "O", "O", "O", "O", "O", "O", "O", "O", "O", "N", "N", "N", "N", "C", "C", "C", "C", "C", "C", "C", "C", "C", "C", "C", "C", "C", "C", "C", "C", "C", "C", "C", "C", "C", "C", "H", "H", "H", "H", "H", "H", "H", "H", "H", "H", "H", "H", "H", "H", "H", "H", "H", "H", "H", "H", "H", "H", "H", "H", "H", "H", "H", "H", "H", "H", "H", "H", "H", "H", "H", "H", "H", "H", "H", "H", "H", "H", "H", "H", "H", "H", "H", "H", "H", "H", "H", "H", "H", "H"],
  "coordinates": [[0.103, 2.797, -1.565], [1.863, -1.339, -0.272], [3.476, -2.621, -1.153], [-2.262, 4.634, 0.948], [-0.277, 3.985, 1.731], [1.490, -2.861, 3.640], [-1.875, 3.232, -2.484], [-0.793, 1.292, -0.296], [-0.410, 4.581, -0.340], [2.779, -4.870, 0.955], [-1.118, 0.697, 1.838], [-5.871, -1.622, 1.686], [-0.085, -0.690, 0.416], [2.091, 6.912, -3.081], [-3.831, 1.181, 2.905], [0.707, -3.287, -0.662], [0.705, 4.377, -3.107], [3.002, -1.958, 1.462], [-0.665, 0.425, 0.601], [-4.783, 1.065, 0.685], [4.631, -2.685, -0.335], [4.402, -1.967, 0.973], [2.440, 5.941, -4.041], [3.611, -6.003, 0.991], [1.389, -5.166, 0.827], [2.065, 4.544, -3.680], [0.427, -3.229, 4.502], [-5.746, -3.017, 1.764], [-1.775, 4.119, -3.602], [2.222, 8.212, -3.573], [2.787, -1.106, 2.645], [3.596, -3.468, -2.293], [-0.354, 4.112, -4.104], [-0.957, -4.375, 0.813], [-4.821, -0.912, 2.279], [0.499, -3.946, 0.663], [-3.213, 2.886, -2.207], [1.450, -1.481, 3.296], [-0.956, 4.448, 0.801], [-4.930, 0.578, 2.146], [-2.413, 3.838, -4.438], [-1.997, 5.115, -3.206], [5.115, -2.363, 1.699], [-0.246, -2.918, -0.750], [-5.715, 0.777, 0.187], [-2.294, 4.624, 1.930], [-1.149, -4.828, 1.784], [-0.204, 4.876, -4.876], [-0.140, 3.178, -4.632], [3.493, -1.257, 3.467], [2.178, 3.837, -4.502], [1.158, -5.721, 1.738], [-1.337, 1.642, 1.750], [0.680, -1.266, 2.541], [-2.964, 0.672, 2.854], [-3.863, -1.284, 1.877], [5.538, -2.393, -0.876], [-6.119, -3.377, 2.725], [1.252, -5.764, -0.083], [2.692, -3.318, -2.879], [4.662, -5.815, 1.179], [0.570, -3.228, 1.486], [3.437, -6.626, 0.104], [3.246, 8.453, -3.889], [1.923, 6.170, -4.987], [-4.713, -3.350, 1.601], [-3.883, 0.698, 0.193], [-4.811, -1.165, 3.350], [-5.832, 0.995, 2.595], [2.829, -2.929, 1.756], [-4.787, 2.156, 0.615], [1.102, -0.765, 4.044], [-1.217, -5.086, 0.020], [0.592, -4.058, -1.325], [0.484, 5.235, -2.606], [-3.768, 2.177, 2.788], [-1.628, -3.529, 0.650], [1.954, 8.906, -2.781], [0.499, -2.675, 5.446], [-6.312, -3.447, 0.939], [4.485, -3.225, -2.878], [3.697, -4.534, -2.078], [2.824, 4.216, -2.961], [1.662, 8.398, -4.498], [4.931, -3.714, -0.105], [-0.621, -2.983, 4.284], [4.660, -0.903, 0.918], [3.271, -6.710, 1.761], [-3.849, 3.731, -1.934], [-3.622, 2.301, -3.035], [-3.261, 2.201, -1.361], [0.522, -4.304, 4.627], [2.785, -0.059, 2.346], [3.490, 5.983, -4.348]],
  "atomic_forces_ev_per_a": [[-1.00, 1.48, 0.69], [-0.81, -2.30, 1.25], [0.11, 0.54, 0.48], [0.29, 0.67, 0.52], [-0.54, 0.15, -0.12], [-0.48, 1.26, -0.29], [0.42, -0.22, -0.64], [0.34, 0.70, -0.24], [-0.27, -0.06, -1.83], [0.31, 1.55, -0.24], [0.59, -0.08, -1.25], [-0.21, 0.66, -0.80], [1.37, -0.77, -0.09], [-0.03, -1.40, 0.20], [-0.35, -0.75, 1.07], [-1.66, 0.10, 0.49], [-0.47, -1.25, 1.30], [0.43, -0.37, -0.45], [0.99, 0.61, -0.54], [-1.72, -0.16, 0.26], [0.75, -1.05, 0.43], [0.58, 1.75, 0.01], [-0.64, 1.05, -1.98], [-1.24, -1.89, 0.16], [0.83, -0.01, 0.24], [0.52, -1.08, 1.34], [-0.24, 0.01, 1.26], [0.02, -0.08, -0.21], [0.93, 0.58, 0.87], [0.72, 1.05, -0.63], [-0.96, 0.05, 1.16], [-0.30, -0.11, -0.86], [1.01, 0.48, -1.15], [-0.16, -0.48, -0.87], [-0.09, -0.99, 1.11], [-0.22, -0.24, 1.06], [-0.79, -1.09, 0.49], [-0.70, 0.41, -1.66], [1.53, -1.91, 1.06], [1.44, 1.64, -0.93], [-0.29, -0.01, 0.20], [-0.39, 0.10, -0.35], [-0.33, -0.18, 0.26], [0.33, 0.81, -0.42], [0.41, -0.27, -0.58], [-0.76, 0.06, -0.41], [-0.06, 0.04, -0.01], [-0.63, 0.04, -0.14], [0.09, -0.20, 0.32], [0.72, -0.14, -0.58], [-0.05, 0.34, -0.32], [-0.64, -0.19, -0.23], [-0.28, 0.11, 0.56], [-0.16, -0.60, -0.17], [-0.04, 0.29, -0.11], [0.14, 0.26, -0.17], [-0.24, 0.94, 0.02], [0.09, -0.18, -0.01], [-0.11, -0.41, 0.20], [0.13, 0.00, -0.13], [-0.07, 0.57, -0.23], [0.87, 0.09, -0.29], [0.52, 0.36, -0.40], [0.16, -0.27, 0.37], [-0.19, 0.29, 0.02], [0.13, 0.11, 0.23], [-0.08, -0.32, 0.03], [0.16, 0.17, 0.07], [-0.31, -0.45, -0.25], [-0.70, -0.06, -0.45], [0.18, 0.05, 0.33], [0.78, -0.36, 0.83], [-0.03, -0.22, 0.20], [0.86, 0.14, -0.28], [-0.04, 0.02, 0.21], [0.23, 0.01, -0.07], [0.07, 0.12, 0.32], [-0.20, -0.07, -0.10], [0.61, -0.46, 0.23], [-0.27, 0.02, 0.20], [-0.11, 0.40, 0.00], [-0.22, 0.11, 0.70], [-0.42, -0.17, 0.37], [-0.54, -0.19, 0.30], [-0.91, -0.30, -0.09], [0.24, -0.01, -1.37], [0.16, -0.02, -0.32], [0.11, 0.34, 0.41], [0.21, 0.23, -0.35], [-0.16, 0.40, -0.18], [0.47, 0.16, 0.10], [-0.08, 0.06, 0.32], [0.09, 0.05, 0.09], [0.22, -0.06, 0.45]],
  "lowdin_spin": [0.404, 0.703, 0.033, 0.007, 0.143, 0.001, 0.001, 0.013, 0.359, 0.000, 0.003, 0.000, 0.037, 0.000, 0.000, -0.001, 0.048, 0.158, 0.006, 0.000, 0.001, 0.011, 0.003, 0.000, 0.000, 0.004, 0.000, 0.000, 0.000, 0.000, 0.013, 0.004, 0.005, 0.000, 0.000, 0.001, 0.000, 0.001, 0.013, 0.000, 0.000, 0.000, 0.007, 0.000, 0.000, 0.001, 0.000, 0.003, 0.001, 0.008, 0.000, 0.000, 0.000, 0.000, 0.000, 0.000, 0.000, 0.000, 0.000, 0.001, 0.000, 0.000, 0.000, 0.000, 0.000, 0.000, 0.000, 0.000, 0.000, 0.004, 0.000, 0.000, 0.000, 0.000, 0.000, 0.000, 0.000, 0.000, 0.000, 0.000, 0.001, 0.000, 0.001, 0.000, 0.000, 0.000, 0.001, 0.000, 0.000, 0.000, 0.000, 0.000, 0.001, 0.000]
}

(2)
{
  "formula": "C3H7BaO3PS",
  "method": "the ωB97M-V functional and the def2-TZVPD basis",
  "max_force_ev_per_a": 2.532,
  "charge": 2,
  "homo_energy_ev": -16.3,
  "energy_ha": -1108.6092,
  "orbital_gap_ev": 8.042,
  "elements": ["Ba", "S", "P", "O", "O", "O", "C", "C", "C", "H", "H", "H", "H", "H", "H", "H"],
  "coordinates": [[-1.755, -0.710, 2.855], [-0.525, 2.431, -1.095], [-0.203, -0.734, 0.649], [0.476, 2.802, 0.214], [0.064, 0.735, 1.482], [2.092, 1.547, 0.952], [-1.656, -0.701, -0.527], [0.939, 1.663, 0.864], [1.308, -1.515, -0.070], [-2.409, 0.096, -0.347], [2.206, -0.864, -0.149], [-1.236, -0.587, -1.560], [-2.097, -1.736, -0.516], [0.239, 1.865, -2.090], [1.049, -1.815, -1.122], [1.509, -2.477, 0.459]],
  "atomic_forces_ev_per_a": [[-1.27, 0.27, 2.17], [-1.01, 0.14, -0.33], [0.86, -1.57, -0.64], [-0.73, -1.97, 0.13], [-0.61, 0.07, -1.83], [1.35, -1.14, 0.66], [0.96, -0.04, -1.12], [0.49, 2.36, -0.66], [-0.17, -0.12, -1.31], [0.52, -0.51, -0.08], [-0.61, -0.35, 0.37], [-0.66, 0.18, 0.75], [0.30, 0.84, 0.28], [0.49, 0.46, 0.86], [0.14, 0.37, 0.81], [-0.06, 1.02, -0.06]],
  "lowdin_charge": [1.855, 0.902, 0.617, -0.367, -0.437, 0.240, -0.299, -0.667, -0.185, 0.048, 0.076, 0.060, 0.073, -0.066, 0.080, 0.072]
}